Entry 1:
58
Properties=species:S:1:pos:R:3 method="wB97M-V/def2-TZVPD" total_charge=-1 multiplicity=2 gap_ev="2.04 / 9.69" homo_ev="0.92 / -6.86" energy_ev=-28320.4266
C -0.49 3.90 -2.95
C 0.04 3.27 -1.68
C 1.59 2.93 -1.72
O 2.04 2.06 -2.81
C 1.60 0.70 -2.67
N -0.20 4.21 -0.54
H -1.53 4.21 -3.00
H -0.39 3.12 -3.72
H 0.12 4.75 -3.24
H -0.51 2.33 -1.59
H 1.90 2.52 -0.76
H 2.11 3.88 -1.79
H 1.86 0.30 -1.69
H 2.07 0.24 -3.54
H 0.53 0.54 -2.78
H 0.41 5.02 -0.58
H -1.17 4.45 -0.63
C -2.63 -3.06 2.10
C -2.31 -2.33 0.85
C -1.55 -3.08 -0.23
O -1.12 -2.24 -1.40
C -1.97 -2.18 -2.49
N -3.67 -2.03 0.37
H -1.69 -3.46 2.47
H -3.14 -4.02 1.96
H -3.13 -2.44 2.84
H -1.74 -1.44 1.08
H -2.17 -3.93 -0.54
H -0.70 -3.58 0.23
H -1.53 -1.65 -3.33
H -2.88 -1.60 -2.31
H -2.22 -3.17 -2.87
H -4.10 -1.42 1.05
H -3.48 -1.54 -0.49
C 1.72 -1.83 4.33
O 0.41 -1.79 3.87
H 1.84 -1.71 5.41
H 2.13 -2.82 4.12
H 2.19 -1.10 3.67
H 0.18 -0.88 3.69
C 0.86 3.74 2.65
O 1.58 3.00 1.67
H -0.18 3.56 2.40
H 1.04 3.21 3.59
H 1.20 4.77 2.79
H 1.06 3.27 0.91
C 0.75 -0.25 1.08
O -0.01 0.39 2.05
H 0.62 -1.33 1.08
H 0.68 0.27 0.13
H 1.78 -0.32 1.45
H 0.22 1.31 1.91
C 2.33 -2.79 -1.53
O 1.50 -2.63 -2.68
H 3.34 -2.38 -1.61
H 1.86 -2.23 -0.73
H 2.39 -3.85 -1.32
H 0.59 -2.86 -2.47

=====

Entry 2:
6
Properties=species:S:1:pos:R:3 method="wB97M-V/def2-TZVPD" e_above_lowest_ev=0.022 gap_ev=10.51 homo_ev=-10.69 energy_ev=-213227.8521
C -1.00 0.32 -1.25
O -0.78 0.74 -2.30
Br -1.23 1.39 0.29
Br 2.17 -0.66 1.35
Br -1.45 -1.53 -0.79
H 2.29 -0.26 2.70

=====

Entry 3:
108
Properties=species:S:1:pos:R:3 method="wB97M-V/def2-TZVPD" total_charge=+1 e_above_lowest_ev=3.347 multiplicity=2 gap_ev="5.54 / 5.90" homo_ev="-11.12 / -11.09" energy_ev=-108875.6440
Ir 0.19 0.13 -0.25
S 3.78 2.85 -1.03
C 4.12 1.96 0.40
C 3.18 1.02 0.67
C 2.14 0.98 -0.29
C 2.34 1.92 -1.28
C 1.49 2.07 -2.43
C 1.75 2.93 -3.49
C 0.88 2.96 -4.57
C -0.21 2.10 -4.58
C -0.40 1.26 -3.49
N 0.41 1.27 -2.44
H 5.00 2.21 0.97
H 3.22 0.36 1.52
H 2.63 3.56 -3.45
H 1.05 3.64 -5.39
H -0.90 2.08 -5.40
H -1.23 0.58 -3.46
O -0.74 2.34 -0.23
C -1.74 2.79 -0.78
C -2.80 2.10 -1.46
C -3.81 2.86 -2.05
C -4.84 2.25 -2.72
C -4.89 0.85 -2.83
C -3.91 0.09 -2.26
C -2.83 0.67 -1.55
O -1.95 -0.09 -1.01
N -5.90 3.04 -3.33
O -6.84 2.44 -3.81
O -5.77 4.25 -3.31
H -1.89 3.89 -0.75
H -3.80 3.94 -1.98
H -5.71 0.41 -3.37
H -3.94 -0.99 -2.31
O -0.29 -2.01 0.43
S 0.09 -3.39 -0.08
C -0.69 -4.51 1.15
C 0.35 -5.57 1.43
C 1.67 -4.82 1.64
C 1.77 -3.73 0.58
H -1.62 -4.89 0.73
H -0.90 -3.89 2.02
H 0.43 -6.26 0.58
H 0.09 -6.16 2.31
H 2.52 -5.50 1.59
H 1.66 -4.37 2.64
H 2.39 -4.01 -0.26
H 2.12 -2.78 0.97
N -1.24 -2.17 -2.52
C 0.05 -2.01 -2.84
N 0.98 -1.45 -2.10
C 2.23 -1.52 -2.72
C 3.46 -1.07 -2.22
C 4.60 -1.24 -2.98
C 4.57 -1.87 -4.22
C 3.37 -2.33 -4.73
C 2.22 -2.15 -3.97
S 0.61 -2.66 -4.38
H -1.62 -1.58 -1.77
H -1.86 -2.48 -3.24
H 3.50 -0.60 -1.26
H 5.55 -0.88 -2.60
H 5.48 -2.00 -4.79
H 3.32 -2.84 -5.68
C -3.60 0.25 4.13
C -3.28 1.27 3.04
C -3.54 0.66 1.66
C -4.13 2.53 3.23
O -1.92 1.70 3.10
Si -0.47 0.96 3.21
O 0.11 0.45 1.80
O -0.67 -0.28 4.24
C 0.19 -1.19 4.91
C -0.39 -1.37 6.31
C 0.15 -2.51 4.14
C 1.63 -0.68 4.98
O 0.52 2.01 3.98
C 0.97 3.33 3.73
C 2.00 3.30 2.60
C 1.63 3.82 5.01
C -0.19 4.24 3.33
H -4.67 0.05 4.16
H -3.27 0.65 5.09
H -3.05 -0.67 3.95
H -4.51 0.17 1.63
H -2.75 -0.07 1.45
H -3.50 1.44 0.90
H -5.19 2.29 3.16
H -3.88 3.27 2.47
H -3.93 2.96 4.21
H -1.44 -1.67 6.23
H -0.35 -0.42 6.85
H 0.16 -2.12 6.87
H -0.83 -2.98 4.25
H 0.91 -3.20 4.50
H 0.31 -2.29 3.08
H 1.64 0.33 5.37
H 2.06 -0.66 3.98
H 2.23 -1.34 5.62
H 2.86 2.71 2.90
H 2.32 4.31 2.36
H 1.55 2.84 1.72
H 2.42 3.13 5.31
H 0.90 3.86 5.82
H 2.06 4.81 4.86
H -0.64 3.88 2.41
H 0.16 5.26 3.19
H -0.95 4.23 4.11

=====

Entry 4:
11
Properties=species:S:1:pos:R:3 method="wB97M-V/def2-TZVPD" e_above_lowest_ev=6.979 gap_ev=8.67 homo_ev=-9.15 energy_ev=-10245.2862
H -0.78 -1.49 -2.30
N 0.13 -1.18 -1.98
C -0.25 -0.41 -0.91
O -1.54 0.11 -0.67
N -1.50 0.88 0.65
C 0.12 1.13 0.77
C 0.73 0.08 0.01
O 2.08 -0.26 0.02
H -1.89 0.10 1.51
H 0.51 1.47 1.81
H 2.39 -0.43 1.08

=====

Entry 5:
80
Properties=species:S:1:pos:R:3 method="wB97M-V/def2-TZVPD" e_above_lowest_ev=1.109 multiplicity=2 gap_ev="7.28 / 6.40" homo_ev="-7.33 / -7.38" energy_ev=-135597.4470
Ru 1.00 0.61 0.07
O 5.60 0.20 4.07
C 4.70 0.24 3.28
C 4.81 0.64 1.80
O 5.83 0.90 1.21
C 3.43 0.63 1.31
C 2.53 0.24 2.31
O 1.25 0.15 2.06
C 3.22 -0.07 3.56
O 2.77 -0.47 4.61
O 3.02 0.95 0.12
S 0.81 1.47 -2.01
C -0.84 1.32 -2.65
C -1.00 1.51 -4.02
C -2.26 1.45 -4.60
C -3.38 1.19 -3.82
C -3.22 1.00 -2.45
C -1.96 1.05 -1.87
As -1.67 0.71 0.02
C -1.70 -1.25 0.00
C -1.49 -1.87 1.23
C -1.67 -3.24 1.36
C -2.03 -4.00 0.25
C -2.22 -3.39 -0.98
C -2.05 -2.01 -1.10
C -3.48 0.86 0.72
C -3.96 2.15 0.95
C -5.26 2.35 1.38
C -6.10 1.26 1.59
C -5.62 -0.02 1.36
C -4.32 -0.23 0.93
H -0.13 1.72 -4.63
H -2.36 1.60 -5.67
H -4.36 1.14 -4.27
H -4.09 0.79 -1.84
H -1.18 -1.29 2.09
H -1.52 -3.71 2.32
H -2.18 -5.07 0.35
H -2.51 -3.98 -1.84
H -2.22 -1.53 -2.06
H -3.31 3.00 0.79
H -5.62 3.36 1.55
H -7.11 1.41 1.92
H -6.27 -0.87 1.53
H -3.97 -1.24 0.76
O 0.76 2.61 0.81
S 1.87 3.59 0.39
C 1.02 5.20 0.50
C 1.75 6.03 1.55
C 2.17 5.05 2.63
C 2.84 3.90 1.89
H 0.01 4.94 0.82
H 0.98 5.65 -0.49
H 1.10 6.83 1.93
H 2.63 6.51 1.11
H 1.29 4.68 3.17
H 2.84 5.49 3.36
H 2.87 2.96 2.44
H 3.85 4.15 1.56
C 1.64 -1.51 -3.01
N 1.41 -2.63 -2.13
C 0.65 -3.72 -2.71
C 1.59 -2.52 -0.78
N 1.57 -1.39 -0.13
N 1.86 -3.69 -0.12
C 1.90 -3.71 1.33
C 2.68 -4.73 -0.74
H 2.08 -1.88 -3.93
H 2.32 -0.80 -2.54
H 0.71 -0.99 -3.26
H -0.28 -3.33 -3.14
H 0.39 -4.45 -1.95
H 1.22 -4.20 -3.50
H 1.96 -1.54 0.79
H 2.84 -3.29 1.73
H 1.82 -4.74 1.67
H 1.07 -3.14 1.74
H 2.93 -4.45 -1.76
H 2.16 -5.69 -0.74
H 3.61 -4.84 -0.18

=====

Entry 6:
6
Properties=species:S:1:pos:R:3 method="wB97M-V/def2-TZVPD" total_charge=-1 e_above_lowest_ev=2.222 gap_ev=8.01 homo_ev=-4.01 energy_ev=-25724.5194
N 0.89 -0.33 -0.36
O -1.25 -0.06 0.85
O 0.49 1.17 1.88
P -0.48 -0.33 -1.15
S 0.12 -0.14 1.44
H 0.24 -0.31 -2.66

=====

Entry 7:
9
Properties=species:S:1:pos:R:3 method="wB97M-V/def2-TZVPD" e_above_lowest_ev=5.991 gap_ev="7.04 / 7.26" homo_ev="-8.36 / -8.75" energy_ev=-12472.6473
C 0.88 -0.62 0.01
C 0.76 0.82 -0.30
C 0.01 -0.20 -1.10
P -0.93 -1.54 2.37
H 0.01 1.16 0.41
H 1.49 1.47 -0.65
H 0.56 -0.39 -2.00
H -1.15 -0.30 -1.25
H -1.61 -0.41 2.53

=====

Entry 8:
69
Properties=species:S:1:pos:R:3 method="wB97M-V/def2-TZVPD" total_charge=+1 multiplicity=6 gap_ev="5.88 / 7.20" homo_ev="-8.80 / -10.67" energy_ev=-48188.7447
Ru 0.42 -2.15 1.54
C 3.43 -1.09 0.06
C 3.02 -0.57 1.33
C 2.35 -2.81 1.19
C 2.98 -2.41 -0.07
C 2.40 -1.63 2.05
C 4.22 -0.33 -0.95
H 3.90 0.72 -1.01
H 4.14 -0.78 -1.94
H 5.29 -0.30 -0.70
C 3.16 -3.32 -1.22
H 3.19 -2.75 -2.16
H 2.31 -4.00 -1.28
H 4.08 -3.93 -1.17
C 2.23 -4.13 1.82
H 2.77 -4.20 2.77
H 2.57 -4.93 1.17
H 1.15 -4.26 2.03
C 1.90 -1.76 3.43
H 2.42 -2.57 3.97
H 0.79 -2.11 3.33
H 1.88 -0.82 3.96
C 3.20 0.78 1.90
H 4.00 0.77 2.66
H 2.28 1.08 2.44
H 3.46 1.54 1.15
C 0.72 0.32 -3.26
C 1.69 0.85 -2.51
C 1.65 2.03 -1.58
C 0.25 2.67 -1.33
C -0.72 1.84 -0.48
C -0.76 0.39 -0.60
C -1.22 -0.33 -1.79
C -0.78 0.45 -3.05
H 2.27 2.83 -2.05
H -0.20 2.95 -2.30
H 2.15 1.80 -0.62
H -1.03 1.49 -2.90
H 0.95 -0.53 -3.96
H 2.70 0.47 -2.70
H -1.32 0.09 -3.93
H -0.76 -1.32 -1.78
H -0.37 -0.24 0.24
H -2.34 -0.51 -1.77
H 0.43 3.63 -0.80
H -0.62 2.13 0.59
P -2.66 1.87 -0.81
C -3.69 1.97 -2.36
C -2.87 3.61 -0.34
P -2.86 -0.05 1.59
C -3.74 0.86 0.22
C -2.82 1.50 2.67
C -4.50 -0.53 2.32
H -4.17 1.02 -2.62
H -3.13 2.33 -3.23
H -4.49 2.69 -2.17
H -3.89 3.91 -0.59
H -2.17 4.21 -0.93
H -2.68 3.76 0.72
H -5.28 0.24 2.16
H -4.39 -0.72 3.40
H -4.84 -1.46 1.85
H -4.26 0.12 -0.41
H -4.51 1.56 0.60
H -2.79 1.15 3.71
H -3.71 2.14 2.52
H -1.91 2.08 2.49
N -0.67 -4.02 -0.64
C -0.19 -3.28 0.13

=====

Entry 9:
10
Properties=species:S:1:pos:R:3 method="wB97M-V/def2-TZVPD" e_above_lowest_ev=3.305 gap_ev=9.43 homo_ev=-8.91 energy_ev=-8096.0088
N -0.22 2.01 -0.35
C -0.09 0.57 -0.08
N 0.96 1.07 -0.60
N 0.94 -1.74 0.01
C -0.25 -1.56 0.43
N -0.87 -0.31 0.41
H -0.10 2.68 0.40
H -0.70 2.33 -1.17
H 1.22 -2.71 0.11
H -0.89 -2.35 0.84

=====

Entry 10:
18
Properties=species:S:1:pos:R:3 method="wB97M-V/def2-TZVPD" e_above_lowest_ev=1.511 gap_ev=10.08 homo_ev=-9.45 energy_ev=-11932.2462
C 1.49 1.45 -2.59
N 0.66 0.76 -1.62
C 0.99 -0.32 -0.86
O 0.18 -1.04 -0.31
H 1.60 2.50 -2.32
H 2.45 0.93 -2.55
H 1.03 1.44 -3.57
H -0.23 1.16 -1.35
H 2.07 -0.53 -0.87
O -0.78 1.99 1.77
H -1.43 1.72 2.41
H 0.05 1.66 2.11
O -2.43 1.27 -1.50
H -2.47 0.36 -1.68
H -2.57 1.58 -0.62
O -0.24 -5.29 4.34
H 0.58 -4.99 4.69
H -0.92 -4.64 4.52

=====

Entry 11:
96
Properties=species:S:1:pos:R:3 method="wB97M-V/def2-TZVPD" total_charge=+2 e_above_lowest_ev=1.017 multiplicity=2 gap_ev="5.68 / 6.06" homo_ev="-12.38 / -12.52" energy_ev=-153845.8295
Re 0.11 -0.32 0.13
Cl 6.75 2.07 -1.30
C 5.11 1.53 -1.34
C 4.72 0.59 -2.31
C 3.42 0.14 -2.38
C 2.48 0.56 -1.43
O 1.23 0.09 -1.49
C 2.87 1.53 -0.49
C 1.84 2.20 0.22
N 0.66 1.70 0.43
C -0.42 2.60 0.69
C -0.34 3.80 1.33
C -1.48 4.65 1.36
C -2.64 4.29 0.74
C -2.73 3.03 0.09
C -3.88 2.60 -0.61
C -3.86 1.38 -1.22
C -2.73 0.56 -1.08
N -1.64 0.91 -0.43
C -1.62 2.18 0.11
C 4.19 2.02 -0.47
H 5.45 0.24 -3.03
H 3.13 -0.55 -3.15
H 2.01 3.24 0.49
H 0.57 4.13 1.81
H -1.40 5.60 1.87
H -3.49 4.95 0.74
H -4.76 3.23 -0.65
H -4.71 1.01 -1.77
H -2.73 -0.43 -1.50
H 4.46 2.80 0.24
S 1.91 -1.67 0.75
C 1.93 -1.35 2.45
N 2.71 -2.11 3.24
N 2.97 -1.84 4.46
C 3.04 -0.63 5.22
C 3.11 0.64 4.66
C 3.35 1.72 5.50
C 3.50 1.55 6.87
C 3.42 0.28 7.41
C 3.21 -0.81 6.59
N 1.04 -0.53 3.01
N 0.09 -0.10 2.26
C -0.77 0.80 3.00
C -2.14 0.78 2.76
C -2.96 1.65 3.47
C -2.42 2.51 4.41
C -1.05 2.52 4.64
C -0.22 1.66 3.94
H 3.43 -2.62 4.92
H 3.01 0.80 3.60
H 3.43 2.71 5.07
H 3.68 2.40 7.51
H 3.54 0.13 8.48
H 3.16 -1.81 7.01
H -2.56 0.10 2.04
H -4.03 1.63 3.30
H -3.07 3.18 4.96
H -0.63 3.19 5.38
H 0.84 1.65 4.12
S -1.76 -4.13 2.84
C -0.91 -2.95 1.95
N -1.60 -2.08 1.27
C -2.97 -2.34 1.45
C -4.04 -1.62 0.91
C -5.33 -2.02 1.20
C -5.58 -3.12 2.02
C -4.54 -3.84 2.57
C -3.24 -3.43 2.28
H 0.17 -2.98 1.94
H -3.86 -0.76 0.28
H -6.16 -1.46 0.78
H -6.60 -3.41 2.23
H -4.73 -4.69 3.21
C 2.59 -3.53 -1.81
C 1.44 -2.89 -2.57
As -0.18 -2.31 -1.64
C -1.14 -1.71 -3.24
C -1.32 -2.70 -4.39
C -1.00 -4.00 -1.10
C -0.73 -5.20 -2.02
H 3.22 -4.07 -2.52
H 2.25 -4.24 -1.06
H 3.22 -2.79 -1.31
H 1.04 -3.60 -3.29
H 1.76 -2.02 -3.14
H -0.58 -0.83 -3.56
H -2.13 -1.37 -2.94
H -0.39 -3.17 -4.70
H -1.70 -2.16 -5.26
H -2.04 -3.47 -4.15
H -2.06 -3.81 -0.99
H -0.61 -4.22 -0.11
H -1.15 -5.07 -3.01
H -1.20 -6.08 -1.58
H 0.33 -5.41 -2.11

=====

Entry 12:
10
Properties=species:S:1:pos:R:3 method="wB97M-V/def2-TZVPD" e_above_lowest_ev=2.377 gap_ev=10.27 homo_ev=-9.86 energy_ev=-7190.3116
C -0.99 -0.26 -0.31
C -0.33 -0.83 0.78
N 0.93 -0.65 0.93
C 1.48 0.14 0.06
N 0.77 1.04 -0.69
C -0.50 0.70 -0.99
H -2.16 -0.69 -0.21
H -0.69 -1.32 1.87
H 2.49 0.63 0.32
H -0.99 1.26 -1.75

=====

Entry 13:
17
Properties=species:S:1:pos:R:3 method="wB97M-V/def2-TZVPD" total_charge=-1 e_above_lowest_ev=3.782 gap_ev="7.77 / 7.84" homo_ev="-4.82 / -4.88" energy_ev=-22217.2489
C 0.36 1.41 0.34
C 2.05 -0.44 -0.30
C -0.96 -0.08 -1.14
C -1.21 -1.12 -0.06
C 1.04 0.19 0.77
N -0.65 1.25 -0.58
O 1.93 -1.68 -0.32
O 0.51 2.61 0.61
O 2.63 0.27 -1.10
P 0.02 -1.20 1.34
H -0.19 -0.48 -1.78
H -1.90 0.08 -1.53
H -2.23 -0.99 0.28
H -1.42 -2.18 -0.53
H 2.00 0.54 2.69
H -1.13 2.08 -0.73
H -0.85 -0.28 2.05